Version 1
Formula: C3H7NO3
Source: OMol25
Level of theory: wB97M-V/def2-TZVPD

Last column: Löwdin charge in e.
Geometry (Å):
C 0.399 1.023 -0.429  -0.24
C -1.855 0.589 -0.296  0.02
C -0.138 -1.140 0.632  -0.02
N -0.440 0.156 -0.042  -0.08
O 0.501 2.174 -0.646  0.18
O 2.373 -0.067 -0.481  -0.17
O 2.795 -0.979 0.498  -0.29
H -1.833 1.516 -0.677  0.04
H -2.422 -0.007 -0.962  0.09
H -2.468 0.728 0.559  0.09
H 0.706 -1.022 1.427  0.11
H -1.000 -1.611 1.056  0.07
H 0.303 -1.917 -0.100  0.12
H 3.080 0.556 -0.538  0.08

Values from the calculation:
Net charge: 0
Highest occupied orbital energy (spin up / spin down), eV: -8.19 / -6.86

Version 2
Formula: C3H7NO3
Source: OMol25
Level of theory: wB97M-V/def2-TZVPD

Last column: Löwdin charge in e.
Geometry (Å):
C -0.717 -0.024 0.758  -0.16
C -0.705 0.661 -0.591  -0.27
O -1.947 1.308 -0.712  -0.05
N 0.510 -0.739 1.172  0.06
C 1.533 -0.979 0.247  -0.59
O 2.213 0.203 -0.026  0.06
O 1.836 -2.029 -0.225  0.13
H -0.890 0.696 1.560  0.12
H -1.578 -0.705 0.737  0.13
H 0.123 1.388 -0.569  0.12
H -0.609 -0.057 -1.415  0.13
H -2.175 1.515 -1.619  0.09
H 0.302 -1.589 1.668  0.13
H 2.104 0.351 -0.983  0.11

Values from the calculation:
Net charge: 0
Highest occupied orbital energy, eV: -9.76
SMILES: O=C(O)NCCO

Version 3
Formula: C3H7NO3
Source: OMol25
Level of theory: wB97M-V/def2-TZVPD

Last column: Löwdin charge in e.
Geometry (Å):
C 0.702 -0.181 -0.686  -0.29
C -1.700 -0.364 -0.743  -0.01
C -0.570 0.056 1.376  -0.01
N -0.409 -0.245 -0.030  -0.14
O 1.231 -0.345 -1.694  0.19
O 3.333 0.325 0.027  -0.17
O 2.121 0.636 0.584  -0.27
H -2.343 -0.916 -0.200  0.03
H -2.305 0.481 -1.129  0.10
H -1.335 -0.951 -1.720  0.15
H 0.306 0.050 1.871  0.04
H -1.061 1.020 1.379  0.10
H -1.392 -0.678 1.660  0.12
H 3.422 1.113 -0.693  0.15

Values from the calculation:
Net charge: 0
Highest occupied orbital energy (spin up / spin down), eV: -8.29 / -8.29

Version 4
Formula: C3H7NO3
Source: OMol25
Level of theory: wB97M-V/def2-TZVPD

Last column: Löwdin charge in e.
Geometry (Å):
C 1.481 -1.578 -0.221  -0.38
N 1.844 -0.304 -0.462  0.02
C 0.949 0.712 0.112  -0.13
C 1.225 2.051 -0.595  -0.22
O 2.174 2.164 -1.322  0.05
O 0.500 -1.892 0.419  0.01
H 2.145 -2.366 -0.615  0.13
H 2.723 0.043 -0.812  0.13
H 1.168 0.730 1.178  0.13
H -0.061 0.428 -0.189  0.13
H 0.469 2.855 -0.545  0.12
H -5.633 -1.200 0.899  0.01
H -4.056 -0.960 0.931  0.03
O -4.928 -0.685 1.222  -0.04

Values from the calculation:
Net charge: 0
Highest occupied orbital energy, eV: -10.12
SMILES: O=CCNC=O.O

Result of the stability comparison: version 2 is the most stable of them.

Version 1
Formula: C3H7NO3
Source: OMol25
Level of theory: wB97M-V/def2-TZVPD

Last column: Löwdin charge in e.
Geometry (Å):
C 1.966 0.085 0.134  -0.18
C -1.337 -1.702 -0.291  -0.14
O 1.176 -0.071 -1.018  -0.15
N -0.932 -1.267 0.808  0.04
H 3.017 0.266 -0.120  0.08
H 1.608 0.906 0.763  0.07
H 1.882 -0.843 0.689  0.07
H -0.686 -2.388 -0.835  0.06
H -2.288 -1.452 -0.777  0.07
C -1.333 2.104 0.288  -0.44
O -0.622 2.146 -0.607  0.22
O -2.047 2.075 1.179  0.22
H 1.156 0.767 -1.497  0.07
H -1.559 -0.626 1.285  0.03

Values from the calculation:
Net charge: 0
Highest occupied orbital energy, eV: -9.87
SMILES: O=C=O.C=N.CO

Version 2
Formula: C3H7NO3
Source: OMol25
Level of theory: wB97M-V/def2-TZVPD

Last column: Löwdin charge in e.
Geometry (Å):
C -0.875 0.217 -0.018  -0.63
C 0.962 0.294 -0.918  -0.03
N -0.724 -1.003 0.648  0.09
C 0.685 -0.881 1.043  -0.30
O -0.907 1.292 0.767  0.08
O -1.747 0.222 -1.029  0.12
O 0.999 -0.093 1.930  0.03
H -0.217 1.137 1.473  0.11
H -2.106 1.116 -1.128  0.14
H -0.922 -1.787 0.039  0.13
H 1.267 -1.762 0.753  0.15
H 1.978 0.380 -0.538  0.04
H 0.873 -0.426 -1.734  0.04
H 0.734 1.295 -1.289  0.04

Values from the calculation:
Net charge: 0
Highest occupied orbital energy, eV: -8.52

Result of the stability comparison: version 1 is the most stable of them.

Version 1
Formula: C11H10N2
Source: OMol25
Level of theory: wB97M-V/def2-TZVPD

Last column: Löwdin charge in e.
Geometry (Å):
C 2.799 -0.335 0.146  -0.47
C 1.370 0.010 -0.070  -0.17
C 1.065 1.390 -0.041  -0.03
C -0.207 1.826 -0.011  -0.01
C -1.258 0.855 0.008  -0.14
C -2.667 1.133 0.345  -0.02
C -3.586 0.140 0.153  -0.08
C -3.232 -1.219 -0.120  -0.06
C -1.901 -1.507 -0.291  -0.03
C -0.950 -0.477 -0.197  -0.19
C 0.376 -0.862 -0.121  -0.01
H 3.938 1.351 -0.233  0.07
H 4.613 -0.042 -0.443  0.08
H 2.412 -1.670 1.213  0.06
H 1.907 2.061 -0.016  0.10
H -0.473 2.847 0.287  0.12
H -2.865 2.170 0.435  0.09
H -4.632 0.579 0.101  0.12
H -3.802 -2.025 -0.380  0.07
H -1.552 -2.548 -0.271  0.13
H 0.778 -1.770 -0.427  0.12
N 3.736 0.424 -0.543  0.10
N 3.239 -1.376 0.677  0.14

Values from the calculation:
Net charge: 0
Highest occupied orbital energy, eV: -8.64
SMILES: [H]/N=C(/N)c1ccc2ccccc2c1

Version 2
Formula: C11H10N2
Source: OMol25
Level of theory: wB97M-V/def2-TZVPD

Last column: Löwdin charge in e.
Geometry (Å):
C 0.199 2.812 2.647  -0.04
C -0.229 1.490 2.123  -0.33
C -1.276 0.699 2.894  -0.04
C -1.730 -0.397 2.215  -0.17
C -1.203 -0.778 1.033  -0.12
C -0.285 -0.095 0.375  -0.29
C 0.222 -0.469 -0.991  -0.15
C 1.490 -1.289 -0.966  0.07
C 1.974 -1.593 -2.253  0.01
C 1.097 -1.210 -3.418  -0.17
C -0.426 -0.158 -2.063  -0.10
H 0.644 2.476 3.493  0.04
H 0.807 3.312 1.922  0.08
H -0.673 3.456 3.046  0.12
H -1.937 1.416 3.620  0.15
H -2.749 -1.217 2.912  0.22
H -1.652 -1.990 0.361  0.22
H 1.972 -1.665 -0.224  0.04
H 2.694 -2.225 -2.372  0.02
H 1.737 -1.568 -4.295  0.12
H -1.443 0.118 -1.992  0.12
N 0.107 1.040 0.967  0.15
N 0.122 -0.495 -3.259  0.06

Values from the calculation:
Net charge: 0
Highest occupied orbital energy, eV: -8.90

Version 3
Formula: C11H10N2
Source: OMol25
Level of theory: wB97M-V/def2-TZVPD

Last column: Löwdin charge in e.
Geometry (Å):
C 0.738 1.557 0.008  -0.36
C 2.094 -0.388 -0.359  -0.35
C 0.996 -0.772 -1.338  -0.12
C -0.416 -0.556 -0.741  -0.15
C -1.567 -1.298 -0.877  -0.03
C -2.662 -1.001 0.010  -0.09
C -2.696 -0.015 0.979  -0.03
C -1.599 0.970 0.817  -0.03
C -0.568 0.711 0.024  -0.11
C 1.960 -1.084 0.903  -0.09
C 2.299 -1.917 1.768  0.14
H -0.237 3.243 -0.161  0.05
H 1.390 3.246 -0.086  0.09
H 3.083 -0.796 -0.753  0.16
H 1.096 0.015 -2.128  0.13
H 1.142 -1.728 -1.803  0.11
H -1.409 -2.115 -1.693  0.14
H -3.429 -1.691 0.013  0.07
H -3.617 0.176 1.440  0.08
H -1.653 1.875 1.406  0.11
H 2.579 -2.439 2.621  0.00
N 0.527 2.873 0.234  0.15
N 1.947 1.133 -0.283  0.11

Values from the calculation:
Net charge: 0
Highest occupied orbital energy, eV: -9.08
SMILES: C#C[C@H]1Cc2ccccc2C(N)=N1

Result of the stability comparison: version 1 is the most stable of them.